Record 1
Density functional theory data (ωB97M-V/def2-TZVPD) for 8 unconnected molecules or ions with the total composition C20H56O8 in a non-equilibrium geometry.

Last column: Löwdin charge in e.
Cartesian coordinates (Å):
C -11.12716 1.46938 6.40646  -0.055
C -10.37953 2.74610 6.75472  -0.482
C -9.56552 2.65383 8.02448  -0.059
O -9.55370 3.10098 5.62940  -0.069
H -11.64801 1.60402 5.45400  0.085
H -11.93621 1.24777 7.10905  0.071
H -10.42734 0.64628 6.24906  0.062
H -11.08576 3.57499 6.85176  0.134
H -8.75601 3.38277 8.04392  0.082
H -9.08584 1.67874 8.18016  0.069
H -10.20004 2.81752 8.90142  0.078
H -8.87104 2.40759 5.62349  0.041
C -7.15742 -3.93012 8.10332  -0.050
C -8.17091 -2.84040 8.32017  -0.461
C -8.18935 -2.41368 9.77270  -0.057
O -7.77142 -1.68830 7.51617  -0.079
H -7.30285 -4.78844 8.75820  0.086
H -6.16876 -3.50737 8.30448  0.091
H -7.10040 -4.27612 7.06789  0.070
H -9.17260 -3.08278 7.96958  0.108
H -8.85474 -1.55881 9.93246  0.085
H -7.19356 -2.17437 10.15169  0.091
H -8.57478 -3.19290 10.43784  0.088
H -7.58917 -0.97556 8.13539  0.086
C -6.61222 -5.17891 3.68077  -0.067
C -6.02981 -5.40682 2.31238  -0.484
C -7.09733 -5.84754 1.30750  -0.058
O -5.39023 -4.19690 1.85785  -0.060
H -7.02325 -6.10462 4.09096  0.083
H -7.38155 -4.40510 3.61492  0.056
H -5.85453 -4.81766 4.37790  0.080
H -5.21412 -6.12940 2.32627  0.138
H -7.39532 -6.87751 1.51892  0.079
H -6.64956 -5.87007 0.31408  0.081
H -7.95664 -5.17978 1.35904  0.074
H -6.07744 -3.54235 1.69396  0.080
C -11.93043 -2.13791 7.61526  -0.051
C -12.84466 -1.96418 6.40541  -0.490
C -13.51381 -3.28425 6.06388  -0.056
O -13.90982 -1.09330 6.78472  -0.050
H -12.56251 -2.29367 8.48954  0.092
H -11.29469 -1.25692 7.75005  0.070
H -11.23088 -2.96814 7.50612  0.065
H -12.28275 -1.63684 5.52416  0.109
H -13.98315 -3.68019 6.96591  0.088
H -12.75973 -4.01020 5.74164  0.066
H -14.25172 -3.18594 5.26839  0.078
H -13.57445 -0.46088 7.42694  0.071
C -5.66640 -0.11676 4.40398  -0.042
C -6.76883 0.88970 4.14251  -0.465
C -7.55982 0.61266 2.88811  -0.051
O -7.62724 0.96717 5.29236  -0.083
H -4.90708 0.33252 5.04361  0.079
H -5.17056 -0.46374 3.49495  0.080
H -6.08516 -0.99379 4.90150  0.074
H -6.36138 1.90041 4.07895  0.140
H -7.87773 -0.43155 2.79615  0.064
H -6.94931 0.79064 1.99286  0.084
H -8.43025 1.25931 2.77583  0.086
H -8.15369 0.15661 5.34711  0.047
C -12.93572 -5.93272 3.35913  -0.077
C -11.61942 -5.48443 2.79963  -0.478
C -10.51697 -6.53549 3.01720  -0.039
O -11.71989 -5.19414 1.39317  -0.052
H -13.40329 -6.75266 2.81015  0.089
H -13.72950 -5.17362 3.43554  0.075
H -12.85002 -6.19171 4.42169  0.084
H -11.29161 -4.56935 3.30210  0.098
H -9.90843 -6.28199 3.88362  0.069
H -9.87790 -6.51490 2.13383  0.059
H -10.92413 -7.54451 3.08298  0.079
H -12.61125 -5.37772 1.08086  0.081
C -9.68113 -2.50064 4.27498  -0.133
O -9.28918 -1.49922 5.19682  -0.131
H -10.75615 -2.71239 4.32620  0.046
H -9.50954 -2.15551 3.25104  0.084
H -9.16516 -3.45068 4.42842  0.069
H -8.71548 -1.97371 5.81481  0.045
C -13.14793 -1.43213 2.44475  -0.155
O -14.52773 -1.12502 2.63339  -0.117
H -12.90248 -2.42907 2.83135  0.057
H -12.89779 -1.41434 1.38654  0.080
H -12.52604 -0.70289 2.97057  0.076
H -14.60482 -0.64986 3.46448  0.068

Atoms 1-2, force components in eV/Å:
-0.5332 0.2618 -0.4113
0.1191 0.3238 -0.8463

Output
- LUMO energy (eV) = 0.427
- 2S+1 = 1
- SMILES string = CC(C)O.CC(C)O.CC(C)O.CC(C)O.CC(C)O.CC(C)O.CO.CO
- electronic energy (eV) = -38026.98223
- relative energy (zero: lowest compared OMol25 entry of this formula, charge and spin) (kcal/mol) = 5.36
- charge = 0

---

Record 2
Density functional theory data (ωB97M-V/def2-TZVPD) for 8 unconnected molecules or ions with the total composition C20H56O8 in a non-equilibrium geometry.

Last column: Löwdin charge in e.
Cartesian coordinates (Å):
C -2.60180 -2.42654 2.04104  -0.071
C -2.99056 -3.17403 3.28868  -0.459
C -1.82955 -3.84935 4.01058  -0.054
O -3.58924 -2.24344 4.21823  -0.062
H -2.39394 -3.10897 1.20531  0.064
H -1.69711 -1.81262 2.06920  0.052
H -3.40006 -1.78536 1.66498  0.087
H -3.78431 -3.88809 3.07246  0.138
H -2.15922 -4.27910 4.95416  0.083
H -1.03403 -3.12096 4.19622  0.080
H -1.35817 -4.63508 3.41819  0.058
H -2.88013 -1.82993 4.72200  0.079
C 0.39557 -4.22457 1.27086  -0.059
C 1.80282 -4.36991 0.70144  -0.476
C 2.27531 -3.09386 0.03325  -0.061
O 2.70878 -4.61722 1.78398  -0.049
H -0.32729 -3.93872 0.50703  0.073
H 0.39819 -3.43788 2.02707  0.074
H 0.10387 -5.15299 1.76380  0.077
H 1.89128 -5.15967 -0.05039  0.135
H 3.31617 -3.22824 -0.27726  0.085
H 2.26549 -2.24745 0.71468  0.063
H 1.71487 -2.90920 -0.88153  0.072
H 2.25737 -5.16273 2.43465  0.081
C -0.06590 0.28876 3.00450  -0.060
C 0.80832 1.01402 4.01484  -0.500
C 0.50740 2.49786 4.05950  -0.055
O 0.63687 0.37990 5.27692  -0.041
H 0.16061 -0.77395 2.89831  0.062
H 0.09002 0.72997 2.01546  0.071
H -1.11672 0.38264 3.28775  0.089
H 1.84329 0.88405 3.67242  0.112
H 1.20696 3.06028 4.69011  0.078
H -0.47510 2.69408 4.49454  0.088
H 0.59855 2.99736 3.09385  0.071
H 1.39774 0.59010 5.82746  0.090
C 1.05957 -0.05890 -4.34467  -0.056
C 0.80673 0.71713 -5.62259  -0.493
C 2.08021 1.23015 -6.28445  -0.058
O 0.08787 -0.07069 -6.57677  -0.052
H 0.10096 -0.41557 -3.96688  0.063
H 1.49266 0.60332 -3.59134  0.077
H 1.73945 -0.90386 -4.47590  0.087
H 0.15652 1.56550 -5.40422  0.124
H 1.90355 1.80576 -7.18736  0.079
H 2.73540 0.37029 -6.45348  0.080
H 2.64227 1.88419 -5.60578  0.078
H 0.53016 -0.91687 -6.69886  0.086
C -3.68760 1.95628 -3.40123  -0.081
C -2.20293 2.11921 -3.67460  -0.288
O -1.56221 2.55701 -2.46581  -0.118
H -4.19498 2.87736 -3.12984  0.077
H -3.83282 1.23658 -2.58865  0.069
H -4.18230 1.42725 -4.22512  0.075
H -2.00346 2.86141 -4.44784  0.110
H -1.80056 1.14917 -3.97529  0.095
H -0.92818 1.87176 -2.16370  0.048
C -1.43936 -0.96586 -1.24473  -0.053
C -0.02379 -0.52944 -0.88071  -0.306
O 0.09633 0.88053 -1.04446  -0.117
H -2.14369 -0.30441 -0.73992  0.085
H -1.60631 -1.96523 -0.83773  0.058
H -1.57252 -0.98755 -2.32306  0.066
H 0.67135 -1.05036 -1.54794  0.089
H 0.25708 -0.79311 0.14284  0.088
H 1.02827 1.13424 -0.85728  0.057
C -1.13034 5.53492 1.23026  -0.093
C -1.46731 4.18721 0.63005  -0.331
O -2.31845 4.42682 -0.48986  -0.104
H -2.01281 5.92829 1.73907  0.073
H -0.72854 6.24457 0.51266  0.074
H -0.37534 5.45363 2.02023  0.060
H -1.95095 3.50069 1.33081  0.106
H -0.55985 3.69533 0.25566  0.102
H -2.20837 3.70480 -1.13743  0.038
C 3.43321 0.48481 1.44025  -0.080
C 3.82610 0.71293 -0.00412  -0.278
O 2.78893 1.48602 -0.61856  -0.089
H 2.49257 -0.06498 1.48834  0.049
H 3.28530 1.46349 1.90190  0.078
H 4.14567 -0.07018 2.04862  0.088
H 3.96147 -0.26220 -0.48251  0.107
H 4.76093 1.26427 -0.12101  0.117
H 3.17372 1.97510 -1.35130  0.100

Atoms 1-2, force components in eV/Å:
0.2750 -0.1999 -1.5814
0.1824 0.7825 1.0468

Output
- LUMO energy (eV) = 0.235
- 2S+1 = 1
- SMILES string = CC(C)O.CC(C)O.CC(C)O.CC(C)O.CCO.CCO.CCO.CCO
- electronic energy (eV) = -38027.21468
- relative energy (zero: lowest compared OMol25 entry of this formula, charge and spin) (kcal/mol) = 0.00
- charge = 0

---

Record 3
Density functional theory data (ωB97M-V/def2-TZVPD) for a molecular structure, C20H57N11O6P3Sr in a non-equilibrium geometry.

Last column: Löwdin charge in e.
Cartesian coordinates (Å):
Sr -0.10086 0.77885 -4.33852  1.740
N -0.49378 -0.02141 -1.33297  -0.569
O 0.52278 -0.23439 -2.10557  -0.236
O -0.72561 -0.69113 -0.34381  0.067
O -1.34257 0.76611 -1.82461  -0.115
O -6.68858 -5.39415 -0.37998  -0.275
P -6.18505 -4.01567 -0.48762  0.512
N -4.64318 -3.87545 -1.12558  -0.295
C -4.00776 -2.66529 -1.61825  -0.129
C -3.65459 -4.88127 -0.70935  -0.097
N -6.10989 -3.32551 1.08017  -0.298
C -5.84700 -1.91080 1.25198  -0.143
C -5.58157 -4.15546 2.14732  -0.119
N -7.09428 -2.91385 -1.31161  -0.315
C -6.96506 -2.88233 -2.76820  -0.108
C -8.34186 -2.40528 -0.72578  -0.080
H -3.86946 -2.75548 -2.70156  0.073
H -3.03905 -2.43327 -1.16563  0.069
H -4.60151 -1.77972 -1.38589  0.070
H -2.85386 -5.01628 -1.43552  0.082
H -4.15443 -5.83737 -0.55859  0.082
H -3.22616 -4.59353 0.25261  0.059
H -4.81777 -1.69695 1.56922  0.081
H -5.92433 -1.33061 0.33066  0.057
H -6.57239 -1.49186 1.95282  0.084
H -6.05065 -3.85357 3.08714  0.086
H -5.88687 -5.19183 2.00312  0.079
H -4.48844 -4.12440 2.19987  0.071
H -7.75395 -3.47743 -3.23311  0.090
H -6.97196 -1.84122 -3.10049  0.085
H -6.00874 -3.28815 -3.09197  0.057
H -8.99827 -2.11429 -1.54253  0.084
H -8.19627 -1.56459 -0.04891  0.067
H -8.77878 -3.22930 -0.16040  0.087
O 5.45960 1.28454 2.83184  -0.274
P 4.49548 0.23649 2.47119  0.524
N 2.86925 0.70248 2.47321  -0.298
C 1.80050 -0.15249 1.99009  -0.120
C 2.43708 1.73137 3.40964  -0.115
N 4.55054 -1.11950 3.46893  -0.293
C 3.98531 -2.41675 3.06992  -0.114
C 5.52339 -1.17023 4.58279  -0.093
N 4.71761 -0.32155 0.90890  -0.316
C 4.26045 0.49127 -0.19667  -0.125
C 5.91009 -1.10941 0.60798  -0.091
H 1.44314 0.20587 1.01876  0.044
H 0.95704 -0.27740 2.66852  0.098
H 2.12497 -1.15918 1.72185  0.052
H 2.30028 1.30913 4.41260  0.087
H 1.47974 2.15893 3.11210  0.066
H 3.18334 2.51927 3.50120  0.078
H 3.88918 -2.41542 1.98088  0.058
H 4.69996 -3.20606 3.29682  0.081
H 3.00937 -2.56501 3.53342  0.081
H 6.35292 -0.49473 4.39006  0.070
H 4.96223 -0.88116 5.47411  0.080
H 5.91579 -2.16508 4.79164  0.076
H 3.46477 1.19469 0.03792  0.053
H 5.06765 1.13067 -0.58698  0.072
H 3.97005 -0.15906 -1.02808  0.086
H 6.74396 -0.41503 0.45882  0.090
H 5.74270 -1.67901 -0.30641  0.085
H 6.13335 -1.76707 1.44505  0.077
O 0.87953 2.64259 -2.95114  -0.453
P 1.47502 3.76263 -2.16679  0.569
N 0.78890 3.97672 -0.65913  -0.283
C -0.45796 4.69707 -0.45879  -0.105
C 1.00886 2.88757 0.30745  -0.088
N 1.34949 5.25697 -2.95602  -0.294
C 1.63604 5.31641 -4.38512  -0.112
C 1.49609 6.54331 -2.26587  -0.091
N 3.09393 3.53501 -1.85214  -0.297
C 3.80030 4.44566 -0.93164  -0.078
C 3.94630 2.89498 -2.84489  -0.098
H -0.44082 5.22604 0.49533  0.099
H -1.34878 4.05786 -0.43721  0.091
H -0.62145 5.36776 -1.30284  0.065
H 1.89539 3.11421 0.90160  0.078
H 1.16261 1.92201 -0.18259  0.054
H 0.13954 2.74275 0.94418  0.097
H 2.51719 5.92167 -4.60132  0.092
H 1.74430 4.29130 -4.74422  0.058
H 0.82140 5.74968 -4.97407  0.085
H 2.49886 6.73665 -1.88791  0.079
H 1.18425 7.31483 -2.96854  0.094
H 0.81110 6.62756 -1.42348  0.062
H 4.35359 3.82002 -0.22639  0.086
H 4.49707 5.05704 -1.50446  0.091
H 3.07646 4.98538 -0.32840  0.074
H 3.34719 2.11521 -3.31985  0.067
H 4.79736 2.40723 -2.37183  0.076
H 4.26052 3.63062 -3.59286  0.087
C -0.31268 -3.49910 1.12860  -0.078
C -0.21558 -4.47019 2.20123  -0.283
N -0.17251 -5.25032 3.04088  0.135
H -0.01889 -3.97441 0.18694  0.090
H 0.36982 -2.65913 1.21384  0.051
H -1.36045 -3.23737 0.99888  0.061

Atoms 1-2, force components in eV/Å:
0.3562 0.7664 2.9148
-1.0769 -1.4942 -1.4529

Output
- LUMO energy (eV) = -5.178
- 2S+1 = 1
- electronic energy (eV) = -79038.68933
- charge = +1

---

> What is the LUMO energy in the third record?

-5.178 eV